Entry 1:
Density functional theory data (the ωB97M-V functional and the def2-TZVPD basis) for a 6-piece molecular cluster, C38H58FN7O6 overall in a non-equilibrium geometry.

Results
- E_HOMO: -9.85 eV
- Charge: 0
- SMILES: CCOCC[C@@]1([C@H](C)F)OC(=O)O[C@]1(c1ccccn1)N(C(C)=O)C(C)=O.CCCC#N.CCCC#N.CCCC#N.CCCC#N.CCCC#N
- HOMO-LUMO gap: 10.1095 eV

Cartesian coordinates (Å):
C (6.63, -3.25, -0.35)
C (5.16, -2.78, -0.20)
O (4.79, -2.21, -1.44)
C (3.57, -1.46, -1.39)
C (2.41, -2.44, -1.64)
C (1.01, -1.83, -1.80)
C (1.12, -0.39, -2.34)
C (-0.17, 0.33, -2.72)
F (1.84, -0.50, -3.54)
O (0.17, -2.45, -2.82)
C (-1.09, -2.64, -2.35)
O (-1.93, -3.31, -2.87)
O (-1.21, -1.88, -1.17)
C (0.08, -2.13, -0.59)
C (-0.10, -3.63, -0.20)
C (-1.15, -3.85, 0.67)
C (-1.43, -5.13, 1.07)
C (-0.64, -6.15, 0.55)
C (0.35, -5.81, -0.32)
N (0.65, -4.58, -0.72)
N (0.49, -1.23, 0.51)
C (0.91, -1.90, 1.73)
C (2.31, -2.42, 1.96)
O (0.11, -2.00, 2.64)
C (-0.40, -0.11, 0.76)
C (0.20, 1.29, 0.59)
O (-1.54, -0.20, 1.14)
H (7.09, -2.54, -1.04)
H (6.71, -4.24, -0.81)
H (7.13, -3.20, 0.61)
H (5.14, -2.07, 0.63)
H (4.54, -3.68, -0.03)
H (3.69, -0.69, -2.15)
H (3.50, -0.94, -0.42)
H (2.47, -3.18, -0.85)
H (2.66, -3.00, -2.55)
H (1.66, 0.29, -1.68)
H (-0.86, 0.44, -1.88)
H (-0.73, -0.25, -3.47)
H (0.04, 1.28, -3.20)
H (-1.75, -3.02, 1.05)
H (-2.25, -5.29, 1.75)
H (-0.85, -7.17, 0.84)
H (0.94, -6.62, -0.75)
H (2.56, -3.30, 1.37)
H (3.01, -1.59, 1.82)
H (2.38, -2.70, 3.01)
H (1.29, 1.29, 0.59)
H (-0.23, 1.81, -0.27)
H (-0.12, 1.86, 1.47)
C (-1.42, -1.55, 8.04)
C (-1.20, -1.54, 6.53)
C (-2.02, -2.59, 5.79)
C (-1.64, -3.96, 6.15)
N (-1.34, -5.03, 6.43)
H (-1.11, -2.50, 8.48)
H (-0.85, -0.76, 8.51)
H (-2.48, -1.40, 8.28)
H (-0.13, -1.68, 6.33)
H (-1.46, -0.56, 6.15)
H (-1.88, -2.46, 4.71)
H (-3.08, -2.45, 5.99)
C (-0.24, 4.23, -6.60)
C (-0.26, 2.73, -6.90)
C (-1.58, 2.06, -6.51)
C (-1.81, 2.09, -5.07)
N (-1.98, 2.10, -3.93)
H (-0.34, 4.42, -5.53)
H (0.70, 4.66, -6.93)
H (-1.05, 4.74, -7.12)
H (0.57, 2.25, -6.38)
H (-0.10, 2.58, -7.97)
H (-1.56, 1.02, -6.83)
H (-2.42, 2.53, -7.03)
C (4.94, -1.50, -7.58)
C (4.06, -1.32, -6.35)
C (2.65, -0.82, -6.68)
C (2.67, 0.53, -7.25)
N (2.68, 1.59, -7.69)
H (5.11, -0.54, -8.09)
H (5.91, -1.90, -7.30)
H (4.49, -2.19, -8.29)
H (4.55, -0.64, -5.65)
H (3.97, -2.29, -5.84)
H (2.05, -0.81, -5.77)
H (2.16, -1.50, -7.37)
C (-3.56, 2.46, 5.03)
C (-2.90, 3.58, 5.82)
C (-1.39, 3.67, 5.60)
C (-0.68, 2.48, 6.08)
N (-0.13, 1.54, 6.44)
H (-3.18, 1.48, 5.33)
H (-4.63, 2.47, 5.19)
H (-3.38, 2.58, 3.96)
H (-3.11, 3.44, 6.88)
H (-3.35, 4.53, 5.53)
H (-0.99, 4.54, 6.12)
H (-1.17, 3.81, 4.53)
C (-3.45, 6.28, 2.53)
C (-4.87, 6.22, 2.00)
C (-5.92, 6.67, 3.03)
C (-5.96, 5.79, 4.19)
N (-6.00, 5.10, 5.11)
H (-3.30, 5.61, 3.38)
H (-2.74, 5.99, 1.75)
H (-3.19, 7.30, 2.85)
H (-5.09, 5.20, 1.68)
H (-4.96, 6.85, 1.12)
H (-6.90, 6.69, 2.56)
H (-5.71, 7.69, 3.35)



Entry 2:
Density functional theory data (the ωB97M-V functional and the def2-TZVPD basis) for a 12-piece molecular cluster, C38H60Cl6F18N4O16 overall in a non-equilibrium geometry.

Results
- E_HOMO: -9.39 eV
- Charge: 0
- SMILES: CCOC(=O)C(F)(F)F.CCOC(=O)C(F)(F)F.CCOC(=O)C(F)(F)F.CCOC(=O)C(F)(F)F.CCOC(=O)C(F)(F)F.CCOC(=O)C(F)(F)F.ClC(Cl)Cl.ClC(Cl)Cl.CN(C)C=O.CN(C)C=O.CN(C)C=O.CN(C)C=O
- HOMO-LUMO gap: 9.3760 eV
- ΔE to the lowest compared entry with this formula, charge and spin: 143.8 kcal per mole

Cartesian coordinates (Å):
C (-6.62, 2.00, 4.96)
O (-5.92, 3.01, 5.16)
N (-6.22, 0.73, 4.96)
C (-7.18, -0.29, 4.53)
C (-4.90, 0.13, 5.29)
H (-7.70, 2.05, 4.81)
H (-6.92, -0.76, 3.57)
H (-8.17, 0.13, 4.37)
H (-7.40, -1.02, 5.31)
H (-4.40, -0.27, 4.41)
H (-4.18, 0.84, 5.69)
H (-5.05, -0.60, 6.09)
C (-4.32, 9.17, -0.75)
O (-3.55, 8.80, 0.09)
N (-4.50, 10.45, -1.08)
C (-4.97, 10.63, -2.41)
C (-3.76, 11.60, -0.51)
H (-4.94, 8.49, -1.36)
H (-5.57, 9.82, -2.84)
H (-4.13, 10.77, -3.10)
H (-5.50, 11.58, -2.45)
H (-2.87, 11.78, -1.12)
H (-4.28, 12.56, -0.58)
H (-3.58, 11.45, 0.55)
C (4.11, 9.80, -0.50)
O (4.66, 10.66, -1.22)
N (4.32, 8.48, -0.48)
C (3.53, 7.54, 0.25)
C (5.43, 7.85, -1.16)
H (3.24, 10.11, 0.09)
H (2.78, 7.94, 0.94)
H (4.22, 6.95, 0.85)
H (2.99, 6.82, -0.36)
H (6.18, 7.66, -0.39)
H (5.27, 7.04, -1.88)
H (6.02, 8.50, -1.81)
C (0.55, 5.83, 5.65)
O (1.09, 4.76, 5.97)
N (0.89, 6.91, 6.33)
C (0.34, 8.28, 6.03)
C (1.93, 6.95, 7.37)
H (-0.21, 6.02, 4.87)
H (0.11, 8.84, 6.94)
H (-0.59, 8.29, 5.45)
H (1.07, 8.90, 5.51)
H (2.40, 5.97, 7.47)
H (2.72, 7.65, 7.08)
H (1.45, 7.16, 8.32)
C (-10.66, -4.21, -2.34)
C (-9.56, -4.04, -1.29)
O (-8.31, -3.71, -2.01)
C (-7.51, -4.75, -2.36)
O (-7.66, -5.99, -2.19)
C (-6.42, -4.23, -3.24)
F (-5.77, -3.27, -2.64)
F (-5.54, -5.18, -3.43)
F (-6.96, -3.81, -4.47)
H (-10.25, -5.02, -2.94)
H (-10.66, -3.38, -3.05)
H (-11.69, -4.40, -2.02)
H (-9.47, -4.98, -0.74)
H (-9.61, -3.35, -0.44)
C (8.51, 2.39, 5.04)
C (7.31, 1.59, 4.70)
O (7.61, 0.22, 4.20)
C (7.94, 0.00, 2.89)
O (8.15, 0.95, 2.12)
C (8.25, -1.44, 2.59)
F (7.59, -2.25, 3.42)
F (8.04, -1.69, 1.26)
F (9.57, -1.63, 2.82)
H (8.90, 2.56, 4.03)
H (9.32, 1.81, 5.47)
H (8.32, 3.36, 5.50)
H (6.77, 2.10, 3.90)
H (6.63, 1.59, 5.55)
C (2.67, -3.85, 6.19)
C (2.70, -3.24, 7.53)
O (4.02, -3.51, 8.05)
C (4.47, -4.66, 8.70)
O (3.76, -5.62, 8.97)
C (5.98, -4.56, 9.05)
F (6.45, -3.33, 8.82)
F (6.06, -4.92, 10.28)
F (6.74, -5.43, 8.40)
H (2.63, -4.94, 6.27)
H (3.58, -3.60, 5.65)
H (1.74, -3.80, 5.62)
H (1.98, -3.68, 8.22)
H (2.67, -2.15, 7.43)
C (-1.29, -11.64, -2.96)
C (-1.17, -10.32, -2.34)
O (0.09, -10.19, -1.84)
C (0.46, -9.10, -1.02)
O (-0.25, -8.15, -0.60)
C (1.90, -9.22, -0.57)
F (2.05, -10.01, 0.55)
F (2.60, -9.94, -1.46)
F (2.47, -7.98, -0.42)
H (-1.36, -12.49, -2.28)
H (-0.50, -11.79, -3.69)
H (-2.18, -11.77, -3.56)
H (-1.88, -10.21, -1.53)
H (-1.24, -9.51, -3.07)
C (2.16, -5.16, -11.07)
C (0.69, -5.38, -11.01)
O (0.35, -6.79, -10.87)
C (-0.99, -7.19, -10.65)
O (-1.92, -6.41, -10.72)
C (-1.14, -8.76, -10.47)
F (-1.72, -9.24, -11.64)
F (0.01, -9.31, -10.14)
F (-1.98, -9.07, -9.45)
H (2.51, -5.59, -12.01)
H (2.67, -5.84, -10.39)
H (2.54, -4.15, -10.94)
H (0.48, -5.03, -12.02)
H (0.18, -4.69, -10.33)
C (-1.42, 1.18, -0.93)
C (-0.10, 0.38, -0.69)
O (0.50, 0.02, -2.01)
C (1.57, -0.86, -2.03)
O (2.24, -1.33, -1.12)
C (1.85, -1.55, -3.35)
F (1.05, -1.15, -4.33)
F (3.09, -1.31, -3.69)
F (1.71, -2.86, -3.19)
H (-1.81, 1.39, 0.07)
H (-2.20, 0.59, -1.40)
H (-1.44, 2.15, -1.41)
H (-0.43, -0.38, 0.01)
H (0.52, 1.03, -0.07)
C (-8.60, 2.69, -4.30)
Cl (-9.01, 4.39, -4.69)
Cl (-8.62, 2.54, -2.52)
Cl (-7.03, 2.20, -4.92)
H (-9.47, 2.17, -4.72)
C (9.55, 2.70, -4.39)
Cl (8.05, 2.48, -5.33)
Cl (10.11, 4.30, -4.86)
Cl (10.81, 1.48, -4.76)
H (9.37, 2.75, -3.32)



Entry 3:
Density functional theory data (the ωB97M-V functional and the def2-TZVPD basis) for a 11-piece molecular cluster, C38H60Cl6O24 overall in a non-equilibrium geometry.

Results
- E_HOMO: -10.46 eV
- Charge: 0
- SMILES: C[C@H]1COC(=O)O1.C[C@H]1COC(=O)O1.C[C@H]1COC(=O)O1.C[C@H]1COC(=O)O1.C[C@H]1COC(=O)O1.C[C@H]1COC(=O)O1.C[C@H]1COC(=O)O1.C[C@H]1COC(=O)O1.ClCCCl.ClCCCl.ClCCCl
- HOMO-LUMO gap: 10.1133 eV
- ΔE to the lowest compared entry with this formula, charge and spin: 88.0 kcal per mole

Cartesian coordinates (Å):
C (0.39, -9.11, 0.87)
C (0.50, -7.98, 1.95)
C (-0.69, -7.88, 2.91)
O (-0.13, -7.87, 4.20)
C (1.20, -7.95, 4.12)
O (1.97, -7.87, 5.07)
O (1.59, -8.24, 2.86)
H (1.25, -9.31, 0.23)
H (-0.49, -8.89, 0.27)
H (0.18, -10.01, 1.45)
H (0.69, -7.05, 1.42)
H (-1.39, -8.69, 2.70)
H (-1.16, -6.92, 2.71)
C (-4.63, 0.35, -7.99)
C (-4.10, -1.00, -7.52)
C (-3.63, -1.93, -8.64)
O (-2.30, -2.26, -8.20)
C (-1.91, -1.52, -7.09)
O (-0.83, -1.60, -6.56)
O (-3.00, -0.78, -6.72)
H (-5.47, 0.12, -8.64)
H (-3.83, 0.83, -8.57)
H (-4.97, 1.03, -7.22)
H (-4.90, -1.43, -6.92)
H (-3.65, -1.40, -9.59)
H (-4.25, -2.82, -8.59)
C (1.10, 5.26, 1.98)
C (1.86, 4.85, 3.20)
C (3.38, 5.05, 3.06)
O (3.74, 5.77, 4.24)
C (2.68, 6.25, 4.84)
O (2.76, 7.02, 5.74)
O (1.56, 5.79, 4.28)
H (1.35, 4.71, 1.07)
H (1.12, 6.32, 1.74)
H (0.04, 4.97, 1.99)
H (1.58, 3.82, 3.42)
H (3.60, 5.63, 2.17)
H (3.89, 4.09, 3.12)
C (0.16, 8.24, -4.16)
C (-0.86, 7.21, -4.63)
C (-0.45, 6.12, -5.62)
O (-0.90, 4.97, -4.98)
C (-1.38, 5.17, -3.81)
O (-1.80, 4.28, -3.04)
O (-1.24, 6.47, -3.46)
H (0.54, 8.70, -5.06)
H (0.91, 7.66, -3.62)
H (-0.23, 8.95, -3.43)
H (-1.76, 7.77, -4.86)
H (0.61, 6.06, -5.86)
H (-1.04, 6.31, -6.52)
C (4.63, 3.28, -4.45)
C (3.58, 2.91, -3.34)
C (3.01, 1.59, -3.54)
O (3.27, 0.89, -2.35)
C (4.13, 1.60, -1.61)
O (4.62, 1.21, -0.57)
O (4.36, 2.80, -2.14)
H (4.15, 3.33, -5.43)
H (5.38, 2.49, -4.48)
H (5.11, 4.25, -4.30)
H (2.82, 3.67, -3.20)
H (3.32, 1.04, -4.42)
H (1.92, 1.61, -3.61)
C (-7.61, 3.59, 5.80)
C (-6.21, 2.99, 5.99)
C (-5.39, 3.02, 4.72)
O (-4.30, 3.84, 5.03)
C (-4.43, 4.36, 6.29)
O (-3.66, 5.13, 6.82)
O (-5.44, 3.87, 6.88)
H (-8.31, 3.45, 6.62)
H (-8.20, 3.10, 5.02)
H (-7.61, 4.68, 5.69)
H (-6.33, 1.95, 6.30)
H (-5.96, 3.35, 3.85)
H (-5.01, 2.01, 4.59)
C (3.65, -5.46, -3.70)
C (2.82, -6.69, -4.07)
C (1.92, -6.45, -5.25)
O (1.98, -7.71, -5.91)
C (3.18, -8.35, -5.54)
O (3.60, -9.39, -6.04)
O (3.72, -7.66, -4.54)
H (4.38, -5.71, -2.93)
H (3.03, -4.74, -3.16)
H (4.12, -4.94, -4.54)
H (2.25, -7.10, -3.24)
H (2.22, -5.75, -6.03)
H (0.89, -6.13, -5.04)
C (5.06, 0.33, 6.49)
C (5.55, -0.87, 5.66)
C (6.90, -0.75, 4.92)
O (7.53, -1.98, 5.31)
C (6.85, -2.57, 6.29)
O (7.24, -3.63, 6.84)
O (5.71, -1.92, 6.52)
H (5.28, 1.24, 5.94)
H (5.60, 0.43, 7.43)
H (4.00, 0.32, 6.71)
H (4.75, -1.14, 4.97)
H (7.48, 0.14, 5.16)
H (6.76, -0.71, 3.84)
Cl (-6.93, 4.02, -3.73)
C (-6.90, 3.03, -2.25)
C (-6.55, 1.54, -2.59)
Cl (-6.08, 0.57, -1.18)
H (-7.89, 3.20, -1.81)
H (-6.13, 3.43, -1.59)
H (-5.62, 1.50, -3.17)
H (-7.37, 1.04, -3.10)
Cl (0.19, -1.85, 1.48)
C (-1.04, -1.01, 0.47)
C (-1.22, -1.74, -0.80)
Cl (-1.86, -3.34, -0.57)
H (-0.73, 0.02, 0.32)
H (-1.99, -0.89, 0.99)
H (-0.22, -1.92, -1.19)
H (-1.88, -1.24, -1.50)
Cl (-1.65, -3.45, 9.62)
C (-0.79, -3.52, 8.00)
C (0.01, -2.24, 7.83)
Cl (-0.97, -0.77, 7.69)
H (-1.46, -3.57, 7.14)
H (-0.23, -4.46, 8.00)
H (0.51, -2.34, 6.87)
H (0.83, -2.07, 8.51)



Number 1: E -65777.7226 eV. Number 2: E -203143.6479 eV. Number 3: E -164652.7677 eV.